# 1
99
Properties=species:S:1:pos:R:3:forces:R:3:mulliken_charge:R:1 method="wB97M-V/def2-TZVPD" relative_energy_kcal_mol=72.46 orbital_gap_ev=9.704 fmax_ev_per_a=1.89 homo_energy_ev=-9.4 total_energy_ev=-46403.601 smiles=CCO.CCO.CCO.CCO.CCO.CCO.CCO.CCO.CCO.CCO.CCO lumo_energy_ev=0.3
C 1.118709 2.476832 2.909046 -0.19 0.95 -0.19 -0.6691
C -0.023365 2.362204 3.905170 1.36 0.08 0.07 -0.1478
O 0.229381 1.196670 4.694988 -0.96 -0.04 -0.04 -0.6897
H 0.909355 3.339877 2.273883 0.11 -0.09 -0.33 0.1060
H 1.278681 1.581579 2.309260 -0.30 -0.02 0.00 -0.0569
H 2.060964 2.709321 3.407737 0.01 -0.10 0.18 0.5525
H -0.995125 2.353761 3.411423 -0.05 -0.72 0.11 0.0923
H -0.041753 3.235824 4.560039 0.03 0.15 0.00 0.4707
H 1.071947 1.315150 5.140210 0.01 -0.04 0.04 0.3262
C -2.314069 4.844978 1.418202 0.33 0.12 0.34 -0.7456
C -2.744792 4.884913 2.903117 0.07 0.06 -1.89 -0.0889
O -3.850160 3.997141 2.935167 -0.11 0.03 0.72 -0.5301
H -3.117503 5.172504 0.759021 -0.17 -0.07 0.21 0.4153
H -2.055515 3.821336 1.144481 -0.08 -0.08 0.04 -0.1115
H -1.452280 5.465813 1.169304 0.09 0.09 0.32 0.3263
H -3.059719 5.896669 3.163473 0.10 0.07 0.17 0.4177
H -1.934737 4.557054 3.556576 0.02 0.03 0.11 0.0801
H -4.296506 4.158283 3.771371 -0.22 -0.25 0.00 0.2863
C -1.545141 -4.049052 1.526039 -0.40 0.06 0.52 -1.2308
C -2.175079 -2.849641 2.241462 1.09 -0.05 -0.31 0.7092
O -2.304832 -3.116147 3.620951 -0.37 -0.38 0.02 -0.6185
H -1.365232 -3.841314 0.471341 -0.08 0.03 -0.01 0.2372
H -2.175874 -4.933583 1.622001 -0.13 0.03 -0.14 0.3874
H -0.605313 -4.305437 2.016556 0.11 0.12 -0.04 0.2891
H -3.109153 -2.522246 1.781170 -0.16 -0.18 -0.03 0.3002
H -1.461951 -2.024786 2.158627 -0.05 0.28 -0.31 -0.4692
H -2.369647 -2.250207 4.038702 0.14 0.16 0.24 0.3340
C -0.917783 0.451825 0.526450 -0.26 0.60 0.56 0.3201
C 0.118971 -0.424918 -0.135332 -0.93 0.45 -0.15 0.0109
O -0.088579 -0.245719 -1.546685 1.00 -0.39 0.53 0.3581
H -0.889137 0.436576 1.617407 -0.17 -0.36 0.08 -0.1921
H -1.917195 0.230690 0.150981 -0.04 -0.36 0.27 0.4398
H -0.787114 1.504284 0.265590 0.37 0.04 -0.21 -0.5047
H -0.042150 -1.477097 0.101484 0.07 -0.04 0.00 0.1538
H 1.116241 -0.137969 0.201012 0.19 -0.12 -0.28 -0.0040
H 0.492385 0.490985 -1.769719 -0.14 0.33 -0.65 -0.2283
C -4.166607 -0.893711 5.670807 -0.61 0.59 -0.37 -1.3248
C -3.013187 0.052975 5.545642 1.02 0.58 0.61 -0.0145
O -2.066856 -0.393900 4.605534 -0.22 -0.85 -0.73 -0.2999
H -4.867159 -0.662145 4.867576 -0.14 -0.46 -0.05 0.2929
H -4.667278 -0.663390 6.611524 -0.11 -0.23 0.01 0.3711
H -3.878573 -1.943504 5.641430 0.06 0.07 0.05 0.3360
H -2.533543 0.135950 6.524761 0.17 0.07 0.12 0.3499
H -3.306282 1.064940 5.256994 -0.48 0.04 0.12 0.2422
H -1.338960 0.228216 4.505716 0.19 -0.05 0.36 0.0411
C 2.009106 -1.579267 2.588977 0.55 -0.60 0.00 -0.0186
C 2.886458 -2.563613 3.351439 -0.40 0.55 0.15 -0.6227
O 4.157155 -1.955410 3.571743 0.09 -0.10 0.12 -0.5360
H 2.521151 -1.367974 1.649383 -0.11 0.26 -0.05 0.0254
H 1.890848 -0.675657 3.185980 -0.10 0.05 -0.15 0.1039
H 1.039524 -2.020488 2.357750 -0.06 0.06 0.09 0.0419
H 3.024446 -3.500091 2.808749 -0.20 -0.09 -0.02 0.3205
H 2.450620 -2.744489 4.335774 -0.27 -0.35 -0.09 0.3963
H 4.506657 -2.445299 4.320674 0.47 0.21 -0.04 0.3099
C 3.617595 -0.147108 -3.010749 -0.57 0.64 -0.18 -0.5695
C 4.502116 0.286138 -1.840304 -1.24 -0.45 -1.06 -0.1928
O 5.038185 -0.948711 -1.431303 0.96 0.01 0.88 -0.5382
H 2.831363 -0.838692 -2.706694 -0.12 0.24 0.37 -0.0071
H 4.155825 -0.722569 -3.764408 0.50 0.27 0.11 0.4706
H 3.158733 0.714014 -3.498541 -0.08 -0.05 -0.06 0.1733
H 3.958908 0.771098 -1.026151 -0.43 -0.19 0.00 0.0697
H 5.184958 1.070393 -2.176563 0.74 -0.43 -0.02 0.2621
H 5.099341 -0.955442 -0.472301 0.23 -0.09 0.01 0.3356
C 0.957999 -2.901872 -3.762974 -0.64 -0.66 0.47 0.1936
C 0.775525 -4.419407 -3.820555 0.01 -0.06 0.72 -0.5881
O 1.121854 -4.876176 -5.100752 0.19 -0.11 -0.92 -0.5338
H 1.885910 -2.592425 -4.241668 -0.09 -0.05 -0.09 0.1379
H 0.956799 -2.559213 -2.727685 0.13 -0.04 0.05 -0.0848
H 0.073638 -2.437485 -4.198908 0.27 0.19 -0.34 -0.1492
H -0.244030 -4.736974 -3.588430 -0.30 0.46 0.01 0.3529
H 1.370798 -4.959897 -3.079561 0.40 0.31 0.18 0.3173
H 0.905838 -5.810136 -5.156559 0.03 -0.02 -0.08 0.3018
C 2.071282 -0.057194 -6.324349 -0.14 -0.07 0.22 -1.0161
C 0.656549 0.266637 -5.808079 0.94 -0.04 -1.10 0.5685
O 0.246837 1.516222 -6.386969 -0.31 -0.30 0.42 -0.5678
H 2.105438 -0.104069 -7.413824 -0.38 -0.15 -0.07 0.3954
H 2.401181 -1.025274 -5.946096 0.14 0.04 0.06 0.1999
H 2.805702 0.712887 -6.087019 -0.11 0.01 0.42 0.2696
H 0.589342 0.306992 -4.721445 0.14 0.24 -0.03 -0.4820
H -0.006232 -0.529281 -6.151485 -0.16 -0.06 0.19 0.3269
H -0.147533 1.268107 -7.226691 -0.04 0.33 -0.09 0.3334
C -2.371846 -0.797372 -3.987788 -1.11 0.28 -0.58 -0.6373
C -3.122601 -1.032677 -2.674990 0.55 0.40 -1.32 -0.3245
O -2.347005 -1.871051 -1.896017 0.10 -1.01 1.36 -0.5464
H -1.454647 -0.219901 -3.887800 -0.06 -0.11 0.15 -0.0813
H -3.049005 -0.293237 -4.681712 0.12 0.41 -0.08 0.4520
H -2.186352 -1.750510 -4.484139 0.29 -0.13 0.28 0.2451
H -4.065789 -1.524411 -2.915001 -0.08 0.01 0.28 0.3771
H -3.304312 -0.092323 -2.149685 -0.28 0.15 -0.10 0.2075
H -1.635691 -1.319945 -1.555547 0.28 -0.11 -0.21 0.0136
C 0.902212 4.005254 -0.680032 0.19 0.69 1.01 -1.0645
C 1.838667 2.901874 -1.044227 -0.63 -0.33 -0.61 0.0856
O 1.307309 2.184746 -2.190878 0.70 -0.09 0.80 -0.4126
H -0.002020 3.577788 -0.247950 -0.27 0.19 -0.45 -0.0014
H 0.715427 4.731259 -1.471053 -0.20 -0.23 -0.15 0.4569
H 1.357687 4.570849 0.136329 0.04 0.15 0.07 0.3565
H 1.844593 2.217840 -0.195035 0.15 -0.36 -0.25 -0.1324
H 2.861208 3.251874 -1.191427 0.04 -0.07 -0.33 0.4353
H 1.233775 2.790053 -2.933899 -0.02 0.05 -0.04 0.2505


# 2
113
Properties=species:S:1:pos:R:3:forces:R:3:mulliken_charge:R:1 method="wB97M-V/def2-TZVPD" relative_energy_kcal_mol=73.25 orbital_gap_ev="4.363 / 4.364" fmax_ev_per_a=2.36 homo_energy_ev="-9.4 / -9.4" total_charge=+1 total_energy_ev=-172368.396 lumo_energy_ev="-5.0 / -5.0"
Tc -0.267000 -0.212600 0.378500 0.83 -0.18 0.94 -1.1655
O -0.997100 -1.449400 2.099000 0.42 -0.13 0.18 -0.2279
C 0.082300 -2.031200 2.379800 -0.17 0.82 -0.71 -0.3461
C 0.309600 -2.749600 3.587800 0.30 -0.42 0.86 -0.7517
C 1.508100 -3.240600 4.004300 -1.32 0.22 -0.11 -0.4939
C 2.812800 -2.980300 3.500600 0.90 0.70 -0.62 -0.5527
C 3.187600 -2.038600 2.592600 0.29 -0.55 0.84 -0.8627
C 2.320200 -1.308000 1.733100 -0.59 1.16 -0.53 1.1751
C 2.586500 -0.058900 1.236400 0.98 -1.00 0.85 -0.8908
N 1.586700 0.503900 0.534900 -1.54 0.51 -0.38 1.4638
N 1.946000 1.582900 -0.134200 1.21 -0.03 0.51 -1.5067
C 0.985100 2.030000 -0.909200 -0.76 -0.45 0.01 0.0411
O -0.142900 1.408900 -0.922000 0.11 0.29 0.41 0.7890
C 1.320100 3.052500 -1.895300 0.01 0.25 -0.06 0.6255
C 2.669800 3.305700 -2.156300 -0.14 0.04 0.10 -0.5685
C 3.022500 4.208300 -3.138700 0.03 0.06 -0.08 -0.8128
C 2.036600 4.872100 -3.856000 0.04 0.00 0.02 -0.3950
C 0.696400 4.608300 -3.613400 -0.05 0.01 -0.06 -0.9354
C 0.334700 3.692100 -2.643800 -0.01 -0.10 0.19 -0.1480
H -0.573400 -2.913300 4.192100 -0.02 -0.09 0.02 0.5767
H 1.494600 -3.850200 4.897600 -0.10 0.01 0.10 0.4644
H 3.610100 -3.480600 4.032600 0.10 0.04 0.03 0.4897
H 4.238300 -1.779200 2.539000 0.09 -0.14 -0.09 0.4784
H 3.518100 0.485600 1.330700 -0.03 -0.03 -0.02 0.5229
H 3.418300 2.782200 -1.585000 0.10 -0.02 0.03 0.4755
H 4.065900 4.392200 -3.351600 0.03 0.05 0.02 0.4255
H 2.312300 5.603800 -4.600900 0.02 0.01 -0.10 0.4317
H -0.063300 5.116200 -4.187300 -0.09 0.06 -0.01 0.4536
H -0.702900 3.477200 -2.438700 -0.17 0.00 0.01 0.5547
C -4.641400 -2.395400 -0.525900 0.25 0.09 0.00 -0.6607
C -4.516400 -1.493900 0.521000 0.07 -0.02 -0.10 -1.4711
C -3.313000 -0.836200 0.708300 -0.54 -0.04 0.52 -0.5077
N -2.256000 -1.006400 -0.087000 -0.05 0.10 -0.08 1.9445
C -2.381700 -1.869700 -1.091300 0.01 -0.46 -0.50 -0.7208
C -3.535800 -2.593200 -1.338400 -0.07 0.16 0.10 -1.4396
H -5.561800 -2.935900 -0.696700 -0.04 0.01 0.01 0.4903
H -5.339300 -1.301300 1.191800 0.00 0.05 0.07 0.5452
H -3.187400 -0.171900 1.550800 0.06 0.03 -0.01 0.7071
H -1.504900 -2.007700 -1.706200 -0.01 -0.01 -0.02 1.2108
H -3.545700 -3.299300 -2.154500 -0.02 -0.01 -0.08 0.5693
S -5.395800 3.301000 -1.162200 0.01 -0.07 -0.39 -0.4039
C -4.168400 3.188400 -0.072100 -0.05 -0.41 -0.30 0.2009
S -2.856500 2.050500 -0.370900 -0.45 0.93 0.90 -0.1068
C -2.274200 2.349600 1.280900 -0.76 0.35 -1.14 0.3378
N -2.946200 3.273600 1.864100 1.00 -0.46 1.05 -0.9891
N -3.960500 3.775500 1.135100 -0.15 -0.38 -1.18 0.7532
C -4.625000 4.905400 1.665800 -0.23 0.65 0.44 1.0321
C -5.698100 5.514500 1.025800 -0.09 -0.10 -0.19 -0.3997
C -6.265400 6.657000 1.561600 0.13 0.10 0.28 -0.7715
C -5.780000 7.197200 2.740400 -0.05 0.06 -0.02 -0.4647
C -4.711500 6.588100 3.380800 -0.04 -0.03 -0.05 -0.5937
C -4.134600 5.448300 2.853200 0.05 -0.03 0.04 -0.4930
S -1.080300 1.414400 2.075000 0.87 -0.86 -0.11 -0.2858
H -6.093800 5.108200 0.112900 0.01 0.05 0.06 0.1688
H -7.089000 7.128700 1.046400 -0.07 -0.01 -0.03 0.3814
H -6.229400 8.085600 3.157500 -0.02 0.09 0.03 0.3893
H -4.311400 7.006000 4.293300 -0.01 0.01 0.06 0.3671
H -3.300800 4.977300 3.347700 0.01 0.03 0.02 0.4078
C 0.790900 -1.404100 -8.738400 0.05 -0.01 -0.06 -1.5551
C 0.713600 -1.116000 -7.273300 0.02 0.06 0.03 0.9435
C 0.425700 -2.109700 -6.345300 0.02 0.16 0.06 -0.8335
C 0.316900 -1.806500 -4.997200 -0.10 -0.01 0.27 -0.2502
C 0.532800 -0.513700 -4.574100 0.29 0.29 0.36 0.0178
C 0.855200 0.487800 -5.480100 0.04 -0.02 0.06 -0.6436
C 0.928000 0.187100 -6.824100 -0.06 -0.15 0.01 -0.8103
S 0.255300 0.129100 -2.908400 -0.81 -0.43 -2.17 1.1138
C -1.521500 0.381100 -3.281000 0.41 0.21 0.45 -0.8297
O 0.315100 -1.010100 -1.911200 -0.03 -0.46 0.93 -0.4858
H 0.410900 -2.395600 -8.970900 -0.01 -0.03 -0.06 0.3607
H 1.823900 -1.337900 -9.082300 0.00 -0.04 -0.06 0.3258
H 0.212600 -0.663200 -9.288500 -0.02 -0.04 -0.12 0.3928
H 0.261300 -3.125800 -6.674700 -0.02 -0.08 -0.06 0.4460
H 0.055300 -2.564100 -4.278800 -0.06 -0.11 0.10 0.3120
H 1.014700 1.497900 -5.128600 0.08 0.16 0.01 0.5006
H 1.136900 0.966900 -7.542000 0.07 0.08 -0.05 0.4331
H -1.961800 -0.534900 -3.661100 0.11 -0.14 -0.05 0.4082
H -1.570800 1.161200 -4.034100 -0.01 0.08 -0.10 0.5875
H -2.020700 0.710800 -2.376700 0.00 0.00 -0.01 0.0475
C 1.018200 -1.810900 1.285900 -0.60 -0.07 -1.05 0.9002
Ge 1.195500 -3.648900 0.268200 0.20 -0.38 -0.11 1.3838
C 0.512200 -4.060200 -1.568500 0.27 0.27 0.72 0.6438
C 1.418200 -4.162400 -2.616900 0.08 0.04 0.11 -0.0641
C 1.047500 -4.752300 -3.814400 0.08 -0.15 -0.05 -1.0400
C -0.240500 -5.230300 -3.989800 0.05 0.03 -0.02 -0.6350
C -1.155700 -5.114300 -2.956800 -0.09 -0.03 -0.05 -0.9083
C -0.776300 -4.547600 -1.752100 -0.04 -0.01 0.18 -0.6648
C 0.192800 -4.927300 1.433000 0.40 0.36 -0.47 0.8460
C -1.148400 -4.673400 1.704000 -0.03 0.10 -0.17 0.4317
C -1.887500 -5.524000 2.506000 -0.14 -0.01 0.07 -0.9817
C -1.296300 -6.647300 3.061800 -0.02 -0.01 0.03 -0.8240
C 0.030400 -6.923000 2.784400 0.04 -0.10 0.10 -0.8109
C 0.761700 -6.073000 1.971100 0.23 0.10 -0.13 -0.6393
C 3.182800 -3.748900 0.175100 -0.80 -0.13 -0.13 0.4634
C 3.821900 -2.718800 -0.508500 -0.22 -0.04 -0.08 -0.3202
C 5.201200 -2.681200 -0.593800 0.15 0.13 -0.08 -1.0779
C 5.963600 -3.675500 -0.000800 0.04 0.09 0.03 -0.8426
C 5.337300 -4.708700 0.672600 0.06 -0.07 0.05 -0.8014
C 3.956300 -4.740100 0.759500 -0.16 -0.13 -0.02 -0.3248
H 2.424400 -3.792000 -2.493900 0.14 -0.03 -0.04 0.2813
H 1.772500 -4.847300 -4.608800 0.07 0.02 -0.09 0.4234
H -0.530600 -5.692000 -4.922200 0.00 -0.06 -0.06 0.4609
H -2.156400 -5.501100 -3.080800 -0.12 -0.03 0.01 0.4995
H -1.487100 -4.509000 -0.939600 -0.06 -0.08 0.03 0.6097
H -1.623400 -3.786800 1.302100 -0.13 0.04 -0.03 0.0880
H -2.926700 -5.306900 2.705600 -0.09 0.03 0.01 0.4861
H -1.865800 -7.302900 3.704700 -0.04 -0.04 0.01 0.4009
H 0.502800 -7.798600 3.206200 0.02 -0.07 0.01 0.4597
H 1.792100 -6.307700 1.758200 0.06 -0.13 0.04 0.3309
H 3.226900 -1.939600 -0.972200 0.04 0.08 -0.09 0.6981
H 5.683700 -1.875700 -1.127400 0.06 0.07 -0.05 0.4816
H 7.040500 -3.638900 -0.056800 0.11 -0.01 -0.05 0.4142
H 5.921300 -5.493500 1.129800 0.06 -0.06 0.05 0.4728
H 3.481300 -5.546100 1.294200 0.07 -0.11 0.07 0.1705


# 3
23
Properties=species:S:1:pos:R:3:forces:R:3:mulliken_charge:R:1 method="wB97M-V/def2-TZVPD" relative_energy_kcal_mol=6.54 orbital_gap_ev=10.137 fmax_ev_per_a=1.28 homo_energy_ev=-9.3 total_energy_ev=-14066.346 smiles="CC(=O)N(C)C.CC(=O)O" lumo_energy_ev=0.9
O 2.644319 2.517099 0.839110 -0.33 -0.31 0.04 -0.7023
C 2.141989 1.454000 0.477410 -0.28 0.08 -0.11 1.1030
N 0.987870 1.409280 -0.260540 0.33 0.15 0.24 0.1230
C 2.797129 0.129540 0.819410 0.42 -0.17 0.22 -1.4714
C 0.262250 0.197610 -0.585270 0.12 -0.38 -0.02 -0.9616
C 0.286880 2.644199 -0.551080 0.04 0.57 -0.07 -1.0329
H 3.722289 0.355540 1.375849 -0.48 -0.10 -0.29 0.3282
H 3.061649 -0.444090 -0.084800 -0.14 0.22 0.33 0.3747
H 2.147969 -0.495640 1.455289 0.20 0.27 -0.27 0.3406
H -0.630560 0.090940 0.053590 0.23 0.02 -0.18 0.2985
H -0.062000 0.240620 -1.638669 0.10 -0.06 0.36 0.2994
H 0.900270 -0.691860 -0.449590 -0.39 0.47 -0.12 0.3509
H 0.948350 3.499899 -0.334640 -0.32 -0.48 -0.10 0.3201
H 0.002870 2.679699 -1.616299 0.08 -0.07 0.35 0.3342
H -0.626220 2.742009 0.059920 0.25 -0.10 -0.14 0.3066
O -0.273700 2.012109 3.130778 0.00 0.54 0.21 -0.5457
O 0.763250 4.011399 3.247699 0.08 -1.10 -0.65 -0.4818
C -0.194180 3.119269 3.614509 0.40 0.05 -0.29 0.7921
C -1.095880 3.695428 4.664948 -0.59 -0.09 0.46 -1.0231
H 1.306520 3.544909 2.555409 -0.29 0.52 0.53 0.3649
H -1.866349 2.959949 4.951388 0.42 0.30 -0.21 0.3024
H -1.597979 4.601218 4.285419 0.33 -0.31 0.15 0.2854
H -0.515640 3.965108 5.563397 -0.17 -0.02 -0.44 0.2950